1.
Entry from the Open Molecules 2025 dataset: a 8-piece molecular cluster, C3H21NO8S overall in a non-equilibrium geometry (wB97M-V/def2-TZVPD).

Element x y z (Å)
N: -0.4928 -2.5447 1.6089
C: 0.5481 -1.7481 1.1669
O: 1.2832 -2.2332 0.2623
C: 0.3337 -0.2232 1.4523
C: 0.8114 0.0241 2.9074
S: 1.1318 1.8166 3.2068
H: -0.4734 -3.5006 1.5535
H: -1.2887 -1.8805 1.9282
H: -0.7472 0.0721 1.3358
H: 0.7679 0.3693 0.5807
H: 0.1387 -0.2293 3.6419
H: 1.7487 -0.6211 2.9782
H: -0.1317 2.3006 2.9229
O: -1.2213 2.6490 1.1771
H: -1.3715 3.4751 0.6778
H: -1.8654 2.0000 0.8148
O: -1.9666 2.8690 -1.2823
H: -2.3795 1.9940 -1.0940
H: -1.2079 2.5941 -1.8092
O: 1.5008 1.5483 -1.7001
H: 2.2517 1.1263 -1.3377
H: 0.9409 1.9000 -1.0074
O: -0.8851 -2.6425 -1.7473
H: -0.7242 -3.0221 -0.8577
H: -0.0339 -2.1349 -1.8098
O: -2.6406 0.0071 -1.1886
H: -3.3514 0.0775 -0.4237
H: -2.5928 -0.9359 -1.3086
O: 2.9104 -0.8092 -1.1832
H: 2.1942 -1.4135 -0.6852
H: 3.6772 -0.9909 -0.6034
O: 0.9004 0.0823 -3.7939
H: 1.7503 0.3513 -3.4329
H: 0.4847 -0.3271 -2.9506

## Properties
Energy relative to the best compared isomer or geometry (same formula, charge and spin) = 0.0 kcal per mole
HOMO-LUMO gap = 8.76 eV
SMILES = NC(=O)CCS.O.O.O.O.O.O.O
F_max = 6.46 eV Å⁻¹
Calculated total energy = -32155.89183 eV
2S+1 = 1
HOMO = -9.28 eV
Lowest unoccupied orbital energy = -0.52 eV


2.
Entry from the Open Molecules 2025 dataset: a 2-piece molecular cluster, N2O5S overall in a non-equilibrium geometry (wB97M-V/def2-TZVPD).

Element x y z (Å)
N: -1.6996 0.4589 -0.5329
N: -0.3725 -2.0517 -0.0237
O: -1.6481 -0.7072 -0.2898
O: 0.6440 -1.6494 0.1132
O: 1.9112 0.7460 -0.6915
O: 0.9466 0.4589 1.4756
O: -0.8886 1.3580 -0.3946
S: 1.1070 1.3864 0.3437

## Properties
Energy relative to the best compared isomer or geometry (same formula, charge and spin) = 6.2 kcal per mole
HOMO-LUMO gap (spin up / spin down) = 7.10 / 7.11 eV
F_max = 5.37 eV Å⁻¹
Calculated total energy = -24045.58354 eV
2S+1 = 1
HOMO (spin up / spin down) = -9.30 / -9.31 eV
Lowest unoccupied orbital energy (spin up / spin down) = -2.20 / -2.20 eV


3.
Entry from the Open Molecules 2025 dataset: C21H22BCl44GaO4 as an isolated structure in a non-equilibrium geometry (wB97M-V/def2-TZVPD).

Element x y z (Å)
C: 5.4789 1.8895 0.6622
C: 5.1666 0.7121 -0.4841
C: 3.5830 0.8791 -0.8725
C: 3.0455 -0.1195 -2.0558
C: 1.6859 0.5286 -2.7113
Ga: 0.3207 1.2673 -1.3467
C: -1.5452 1.7327 -2.2091
C: -2.2399 3.0674 -1.5544
C: -3.8830 2.9005 -1.3041
B: -0.0890 -0.2856 0.0274
O: 0.0989 -1.7205 -0.2632
O: -0.5573 0.1719 1.3599
C: -2.0282 -0.0679 1.5078
C: 0.9402 2.9365 -0.2972
O: 0.8484 2.8782 1.0558
O: 1.4432 4.0927 -1.0578
H: 5.2667 2.9841 0.2387
H: 6.5523 1.7867 1.1278
H: 4.6547 1.7267 1.5023
H: 5.4389 -0.3614 -0.0478
H: 5.8057 1.0135 -1.4179
H: 3.4245 1.9903 -1.2751
H: 2.8858 0.7059 0.0641
H: 3.8840 -0.1367 -2.9053
H: 2.9336 -1.2195 -1.6721
H: 1.1365 -0.3631 -3.2840
H: 1.9439 1.3159 -3.5693
H: -1.2770 2.0211 -3.3360
H: -2.2484 0.7897 -2.2575
H: -2.1261 3.9676 -2.3189
H: -1.8010 3.4019 -0.5219
H: -3.9775 2.4447 -0.2165
H: -4.2989 4.0154 -1.2244
H: -4.4117 2.2693 -2.1357
H: -0.5093 -2.0505 -0.9881
H: -2.5154 0.8751 2.0095
H: -2.4453 -0.3019 0.4320
H: -2.1021 -1.0275 2.2137
C: -0.4117 2.4679 4.6723
Cl: 0.0928 3.1308 6.2473
Cl: -1.8800 1.4815 4.8858
Cl: -0.7538 3.8062 3.5467
Cl: 0.8942 1.4533 4.0092
C: 2.2882 3.3470 -6.5603
Cl: 2.3468 3.5672 -4.7932
Cl: 1.1641 4.5334 -7.2698
Cl: 3.9161 3.5890 -7.2432
Cl: 1.7261 1.6984 -6.9351
C: -4.3117 4.5782 6.3960
Cl: -5.4418 3.2019 6.3398
Cl: -2.6366 3.9742 6.3356
Cl: -4.6082 5.6474 5.0018
Cl: -4.5604 5.4896 7.9067
C: -2.6418 -0.1877 -5.4737
Cl: -3.3502 -0.1472 -7.1081
Cl: -2.5719 -1.8725 -4.8982
Cl: -0.9954 0.4920 -5.5230
Cl: -3.6497 0.7771 -4.3656
C: -2.3418 -6.1101 -5.9806
Cl: -2.3332 -7.8260 -5.5010
Cl: -2.4447 -5.0871 -4.5254
Cl: -0.8424 -5.7335 -6.8665
Cl: -3.7468 -5.7936 -7.0296
C: 0.3582 -2.0387 6.3813
Cl: 1.9114 -2.8812 6.1524
Cl: -0.8671 -3.1975 6.9558
Cl: 0.5585 -0.7404 7.5851
Cl: -0.1699 -1.3354 4.8318
C: -4.4418 -3.2034 9.2887
Cl: -3.8846 -4.7524 8.6071
Cl: -4.2844 -3.2443 11.0630
Cl: -3.4496 -1.8756 8.6348
Cl: -6.1485 -2.9410 8.8497
C: -4.5486 -2.6895 -0.9524
Cl: -4.4772 -2.2775 0.7796
Cl: -4.3542 -1.2086 -1.9237
Cl: -3.2401 -3.8335 -1.3451
Cl: -6.1227 -3.4387 -1.3202
C: 0.8514 -5.6318 0.1399
Cl: 2.1717 -4.5249 -0.3143
Cl: -0.6952 -4.9956 -0.4747
Cl: 1.1549 -7.2395 -0.5660
Cl: 0.7744 -5.7675 1.9148
C: 3.2514 -1.5836 2.4496
Cl: 4.5037 -1.6227 3.7165
Cl: 2.7907 0.1060 2.1217
Cl: 3.8900 -2.3248 0.9604
Cl: 1.8215 -2.4931 2.9997
C: 6.2515 1.7095 -4.5357
Cl: 7.3909 0.4774 -3.9370
Cl: 6.4622 1.9092 -6.2936
Cl: 4.5817 1.1909 -4.1927
Cl: 6.5711 3.2606 -3.7192

## Properties
HOMO-LUMO gap = 3.05 eV
Net charge = -2
F_max = 6.39 eV Å⁻¹
Calculated total energy = -634353.76768 eV
2S+1 = 1
HOMO = -0.60 eV
Lowest unoccupied orbital energy = 2.45 eV